Record 1
{
  "formula": "C2H6NOS2",
  "method": "ωB97M-V with the def2-TZVPD basis set",
  "species": ["S", "S", "O", "N", "C", "C", "H", "H", "H", "H", "H", "H"],
  "coordinates": [[-1.10801, -1.28040, 0.53757], [-2.39369, 0.03791, -0.42422], [0.13164, 1.01486, 0.01237], [1.32187, -0.92139, -0.71092], [-1.22228, 1.36378, 0.28932], [0.35370, -0.25049, 0.26161], [-1.44359, 2.41735, -0.08985], [2.09311, -1.42579, -0.07244], [-1.53098, 1.18933, 1.28731], [1.17217, -0.32217, 1.37136], [1.81621, -0.23831, -1.25095], [0.80985, -1.58468, -1.21117]],
  "forces_ev_per_a": [[0.0, -0.1, 0.1], [1.3, 0.8, -0.3], [-1.1, 1.4, -1.1], [2.6, 0.0, 3.4], [-1.8, 0.9, -1.7], [3.5, -2.2, 5.3], [0.4, -1.7, 0.5], [-2.2, 1.1, -2.0], [0.6, 0.6, 1.4], [-2.8, 0.1, -2.8], [0.3, 0.5, -0.9], [-0.8, -1.5, -1.7]],
  "energy_ev": -27370.311,
  "de_lowest_kj_mol": 80.8,
  "total_charge": 1,
  "e_homo_ev": -13.06
}

***

Record 2
{
  "formula": "C2H6NP",
  "method": "ωB97M-V with the def2-TZVPD basis set",
  "species": ["P", "N", "C", "C", "H", "H", "H", "H", "H", "H"],
  "coordinates": [[-2.52045, 0.49374, -0.17176], [-1.06165, -0.08677, 0.33367], [0.07054, -0.29754, 0.98045], [0.06791, -0.67337, -0.47295], [0.41300, -0.87641, 1.77375], [2.94130, 1.28520, -1.02447], [2.33601, 1.06849, -0.46545], [0.58156, -0.11530, -1.29924], [-2.85521, 0.85196, 1.06763], [0.02700, -1.64999, -0.72163]],
  "forces_ev_per_a": [[0.3, -0.5, -1.7], [1.5, -0.5, -0.7], [-0.2, 0.3, -2.9], [0.9, 3.4, 0.9], [0.0, -0.4, 1.7], [-2.0, -0.7, 1.9], [2.1, 0.8, -1.9], [-0.7, 0.2, 1.2], [-0.9, 0.6, 2.0], [-0.9, -3.3, -0.6]],
  "energy_ev": -12944.709,
  "de_lowest_kj_mol": 388.2,
  "total_charge": 0,
  "e_homo_ev": [-7.66, -7.47]
}

***

Record 3
{
  "formula": "C2H6NP",
  "method": "ωB97M-V with the def2-TZVPD basis set",
  "species": ["P", "N", "C", "C", "H", "H", "H", "H", "H", "H"],
  "coordinates": [[-0.49980, 0.09150, -1.11329], [0.01293, 1.49688, -0.25276], [0.85940, -1.05470, -0.51686], [-1.00476, 0.94193, 0.40129], [0.19816, 2.47501, -0.62621], [-1.92138, 1.19678, 1.04247], [1.36710, -0.46325, 0.19391], [0.29555, -1.82698, 0.11461], [1.58204, -1.50441, -1.17492], [-0.88924, -1.35276, 1.93174]],
  "forces_ev_per_a": [[0.2, -0.8, -0.4], [1.6, 3.3, -0.8], [-2.2, -1.0, 1.1], [-2.1, -1.5, 1.4], [-0.7, -1.5, 0.9], [1.8, 0.1, -1.4], [0.8, 0.7, 0.9], [1.0, 0.6, -1.0], [-0.2, -0.2, -0.7], [0.0, 0.3, -0.1]],
  "energy_ev": -12944.079,
  "de_lowest_kj_mol": 448.9,
  "total_charge": 0,
  "e_homo_ev": [-9.22, -6.97]
}

***

Record 4
{
  "formula": "C2H6NP",
  "method": "ωB97M-V with the def2-TZVPD basis set",
  "species": ["P", "N", "C", "C", "H", "H", "H", "H", "H", "H"],
  "coordinates": [[-0.67076, -1.12204, 0.38181], [-1.36134, -0.06430, -0.92157], [-1.35255, 0.57450, 0.32573], [1.08558, -0.99870, -0.19504], [-2.11190, -0.18451, -1.49807], [1.63456, -1.94277, -0.20617], [1.68976, -0.35385, 0.33579], [-2.04332, 1.01183, 0.94266], [-0.27200, 2.12989, 0.04902], [0.94553, -0.39242, -1.13348]],
  "forces_ev_per_a": [[-0.2, 0.8, -1.0], [2.1, -0.1, 3.3], [4.7, 1.4, -2.9], [-1.3, 0.2, -1.5], [-2.7, -0.5, -1.4], [-0.5, 0.0, -0.6], [1.1, 1.5, 1.9], [-2.1, 0.8, 0.9], [-1.6, -2.7, 0.9], [0.5, -1.3, 0.3]],
  "energy_ev": -12945.277,
  "de_lowest_kj_mol": 333.3,
  "total_charge": 0,
  "e_homo_ev": -8.42
}

***

Record 5
{
  "formula": "C2H6NP",
  "method": "ωB97M-V with the def2-TZVPD basis set",
  "species": ["P", "N", "C", "C", "H", "H", "H", "H", "H", "H"],
  "coordinates": [[-1.20328, 0.29039, -0.16932], [-2.57960, 0.29354, -0.76820], [0.15047, -0.37987, -1.28574], [0.48435, 0.41569, 1.67860], [0.01056, -0.63516, 1.89661], [1.34122, 0.45023, 1.07373], [0.36853, 1.23898, 2.28592], [0.31119, -1.53121, -1.26354], [1.09136, -0.01373, -1.10974], [0.02521, -0.12886, -2.33833]],
  "forces_ev_per_a": [[2.5, -0.3, -0.2], [-0.2, 0.2, 0.5], [-1.4, -2.7, -1.1], [-3.2, -3.6, -1.7], [1.5, 2.3, 0.2], [0.9, -0.3, -0.8], [-0.7, 1.4, 1.5], [-0.8, 1.8, 0.2], [2.2, 1.3, 1.2], [-0.8, 0.0, 0.0]],
  "energy_ev": -12945.329,
  "de_lowest_kj_mol": 328.3,
  "total_charge": 0,
  "e_homo_ev": [-8.48, -8.75]
}

***

Record 6
{
  "formula": "C2H6NS",
  "method": "ωB97M-V with the def2-TZVPD basis set",
  "species": ["S", "N", "C", "C", "H", "H", "H", "H", "H", "H"],
  "coordinates": [[-3.08180, -0.18735, 1.99887], [1.18956, -0.18081, -0.04925], [-0.00414, -0.34142, 0.35274], [1.57784, 0.72555, -1.12837], [1.36376, 1.75603, -0.88165], [-0.39907, -0.27014, 1.37328], [1.01869, 0.34442, -2.00547], [-0.69797, -0.91828, -0.30139], [2.61575, 0.50644, -1.36949], [-3.58262, -1.43443, 2.01072]],
  "forces_ev_per_a": [[-0.1, 0.0, 0.0], [0.5, 3.6, 2.6], [0.1, -2.5, -1.1], [-0.6, -3.7, -1.2], [0.1, 0.1, 0.0], [0.5, -0.4, 0.2], [-0.1, 1.0, -0.5], [-0.7, 1.3, -0.3], [0.2, 0.6, 0.1], [0.0, 0.0, 0.0]],
  "energy_ev": -14494.968,
  "de_lowest_kj_mol": 238.7,
  "total_charge": -1,
  "e_homo_ev": -2.60
}

***

Record 7
{
  "formula": "C2H6NS",
  "method": "ωB97M-V with the def2-TZVPD basis set",
  "species": ["S", "N", "C", "C", "H", "H", "H", "H", "H", "H"],
  "coordinates": [[-0.97179, -0.49393, -1.90480], [1.24270, 0.47582, 0.72495], [-0.02945, 0.43017, 0.29993], [-0.93497, -0.71647, 0.20567], [1.99312, 1.09323, 0.40601], [-0.62418, 1.32838, 0.08705], [-2.04220, -0.48511, 0.17569], [-0.66531, -1.40502, 0.91393], [1.77651, -0.23562, 1.27763], [0.25558, 0.00855, -2.18607]],
  "forces_ev_per_a": [[0.5, -0.7, 1.8], [0.0, -1.1, -0.1], [-0.3, 0.8, 0.6], [-0.9, 3.4, -2.3], [-1.2, 1.0, 0.0], [1.4, 0.3, -0.5], [1.5, 0.1, 0.6], [0.7, -3.2, 0.5], [-1.6, -0.1, -0.9], [-0.1, -0.4, 0.3]],
  "energy_ev": -14487.269,
  "smiles": "[NH2+]=CCS",
  "de_lowest_kj_mol": 139.5,
  "total_charge": 1,
  "e_homo_ev": -14.73
}

***

Record 8
{
  "formula": "C2H6NS3",
  "method": "ωB97M-V with the def2-TZVPD basis set",
  "species": ["S", "S", "S", "N", "C", "C", "H", "H", "H", "H", "H", "H"],
  "coordinates": [[0.28744, -1.22081, 1.92153], [0.94059, 0.77600, -2.82736], [-0.79079, 1.19634, -1.89171], [-1.85066, 0.49845, 0.42788], [0.36373, -0.51381, 0.16030], [-0.73179, 0.38555, -0.27935], [1.35717, -0.08787, 0.02269], [-2.00206, 0.22687, 1.40822], [0.49769, -2.47332, 1.48642], [-2.78021, 0.77316, 0.18441], [1.27597, 2.01975, -3.19351], [0.07231, -1.27579, -0.46842]],
  "forces_ev_per_a": [[-0.1, 0.6, -1.2], [0.7, -0.9, -0.4], [-0.9, -0.4, 1.7], [0.5, -0.5, 0.9], [0.2, 1.7, 2.7], [-1.8, 1.5, 0.1], [-0.2, -0.2, -0.6], [1.5, -0.6, -0.4], [-0.1, 0.1, 0.1], [-0.1, 0.9, -1.6], [-0.1, 0.3, 0.4], [0.4, -2.4, -1.6]],
  "energy_ev": -36159.374,
  "smiles": "[NH2+]=C(CS)SS",
  "de_lowest_kj_mol": 26.5,
  "total_charge": 1,
  "e_homo_ev": -13.80
}